ORCA calculation (ωB97M-V/def2-TZVPD) on a cluster of 2 separate species, C3H7O3 in total.

Summary:
Highest occupied orbital energy in eV: -4.4
Multiplicity: 1
HOMO-LUMO gap in eV: 8.681
Largest force on an atom in hartree/bohr: 0.0176
Molecular weight in g mol⁻¹: 91.09
Charge: -1

Structure (XYZ):
```
13
C3H7O3 (ωB97M-V/def2-TZVPD)
C 0.36 -0.37 2.62
C -0.09 0.03 1.19
O 0.81 -0.06 0.31
O -1.26 0.41 1.06
H 0.07 0.39 3.35
H 1.44 -0.47 2.61
H -0.17 -1.28 2.92
C -0.24 0.55 -2.59
O 0.53 -0.61 -2.32
H 0.67 -0.65 -1.37
H -0.06 1.29 -1.81
H 0.04 0.88 -3.59
H -1.31 0.32 -2.55
```